ORCA calculation (ωB97M-V with the def2-TZVPD basis set) on an isolated molecule of C2H3F2NO.

XYZ file:
```
9
C2H3F2NO | OMol25 | ωB97M-V with the def2-TZVPD basis set
C -0.42623 -0.12908 0.21281
C 0.77290 -0.51601 -0.47076
N 1.57207 -1.48653 0.42835
O -0.40885 -1.05493 -0.91737
F 2.58750 -2.04733 -0.32609
F 2.20398 -0.73848 1.31466
H -0.48994 -0.55401 1.17134
H -0.78732 0.87383 -0.02834
H 1.37026 0.30997 -0.93444
```

Calculated values
* SMILES: FN(F)[C@@H]1CO1
* charge: 0
* highest occupied orbital energy: -0.3911 hartree
* energy above the lowest of the compared OMol25 structures with the same formula, charge and spin: 5.9997 eV
* orbital gap: 11.63 eV

natural (NBO) atomic charge list, values in e, 4 entries: C -0.1237; C 0.1312; N 0.2855; O -0.4335